[1]
Here is a molecular structure, C21H35Cl5O5P2SW from the OMol25 dataset. Energies are from ωB97M-V/def2-TZVPD.

charge: +2
LUMO level (alpha / beta): -6.8305 / -6.9703 eV
spin multiplicity: 3
HOMO-LUMO gap (alpha / beta): 7.06 / 7.49 eV
E_HOMO (alpha / beta): -13.89 / -14.46 eV
energy relative to the best compared isomer or geometry (same formula, charge and spin): 30.1 kcal/mol

```
70
C21H35Cl5O5P2SW, DFT ωB97M-V/def2-TZVPD
W 0.52080 0.31908 -0.42983
Cl 2.64822 -0.71069 -1.77473
C 2.74861 1.01386 -2.09943
C 1.67802 1.67367 -1.52633
C 1.66692 3.06076 -1.67479
Cl 0.40603 3.96020 -0.92744
C 2.66577 3.71229 -2.39611
Cl 2.62038 5.40900 -2.57405
C 3.71443 2.97787 -2.97281
Cl 4.93061 3.76978 -3.86151
C 3.77005 1.58621 -2.82194
Cl 5.02602 0.64125 -3.48316
C -0.58064 -2.15832 3.85271
C -1.25433 -1.41688 2.71502
C -2.14646 -0.29232 3.21366
C -1.99913 -2.35050 1.78394
O -0.17096 -0.84330 1.84646
P 0.73529 0.44302 2.21572
O 0.89818 0.83645 3.59566
O 0.18076 1.45686 1.14484
O 2.02093 0.01346 1.28260
C 3.17390 -0.91582 1.75901
C 4.42122 -0.29400 1.17110
C 2.85966 -2.31047 1.25445
C 3.22722 -0.88930 3.27276
H -1.33874 -2.63492 4.47426
H -0.01731 -1.46714 4.47933
H 0.08215 -2.93649 3.47160
H -3.00106 -0.71509 3.74149
H -2.52126 0.30381 2.37811
H -1.61208 0.36016 3.90186
H -2.77027 -2.88319 2.33910
H -1.32165 -3.08881 1.35173
H -2.48513 -1.78404 0.98597
H 4.39258 -0.23582 0.08573
H 5.27629 -0.91196 1.44751
H 4.57733 0.70293 1.58148
H 2.99498 -2.41307 0.18070
H 1.84423 -2.59796 1.53116
H 3.54412 -3.01178 1.73220
H 3.32935 0.12185 3.65935
H 4.10717 -1.45946 3.57119
H 2.35705 -1.36237 3.72688
O -1.35663 0.97881 -0.93579
S -2.28818 2.00601 -0.19958
C -3.90781 1.19879 -0.16850
C -4.86161 2.37169 -0.35896
C -4.34018 3.14504 -1.57376
C -2.80578 3.18143 -1.49502
H -4.03052 0.66158 0.76911
H -3.94861 0.50643 -1.01008
H -4.87357 3.00181 0.53317
H -5.87695 2.01029 -0.51191
H -4.73986 4.15619 -1.59590
H -4.65053 2.65139 -2.49393
H -2.40938 4.15326 -1.21182
H -2.30546 2.85630 -2.40656
C -2.18640 -1.70122 -2.11213
P -0.38980 -1.44648 -2.11579
C 0.27849 -3.12484 -1.91155
C -0.06359 -0.97037 -3.84018
H -2.43179 -2.49818 -2.81463
H -2.68085 -0.78764 -2.43581
H -2.54392 -1.98483 -1.12334
H -0.17323 -3.79552 -2.64295
H 0.04343 -3.49028 -0.91104
H 1.35821 -3.14771 -2.05033
H -0.53624 -1.68424 -4.51568
H 1.00393 -0.94640 -4.04990
H -0.48241 0.01990 -4.02265
```

Atom charges from the Mulliken analysis, given in e for atoms 1 to 5: atom 1 (W): 1.976, atom 2 (Cl): -0.224, atom 3 (C): 0.862, atom 4 (C): -1.012, atom 5 (C): 0.983

[2]
Here is 4 unconnected molecules or ions with the total composition C21H35F6O12P at a distorted geometry from the OMol25 dataset. Energies are from ωB97M-V/def2-TZVPD.

SMILES string: CC(=O)OC(=O)CP(CCCF)CCCC(F)(F)C(F)(F)F.COC(=O)OC.COC(=O)OC.COC(=O)OC
LUMO level: -0.1712 eV
spin multiplicity: 1
HOMO-LUMO gap: 8.37 eV
E_HOMO: -8.54 eV

```
75
C21H35F6O12P, DFT ωB97M-V/def2-TZVPD
C -5.42875 0.47075 3.31311
C -4.21265 -0.54101 2.77963
O -3.02251 -0.39300 3.36199
O -4.56544 -1.45393 1.68748
C -3.56661 -2.50995 1.47606
O -3.25532 -3.30621 2.53683
C -2.93705 -2.72038 -0.02235
P -1.45727 -1.59832 -0.45694
C -1.74224 0.22932 0.13966
C -3.11904 0.89634 -0.47355
C -3.20102 2.45121 0.10692
F -2.38004 3.41679 -0.69009
C 0.14684 -2.11918 0.50698
C -0.14715 -2.64883 2.02976
C 1.19742 -2.56155 3.01844
C 1.69621 -1.01549 3.26130
F 0.59222 -0.02170 3.01278
F 2.78707 -0.65068 2.30197
C 2.26489 -0.72231 4.77254
F 1.29080 0.10175 5.52627
F 3.52376 0.07975 4.59816
F 2.63118 -1.94441 5.54131
H -5.90983 0.97996 2.34759
H -4.97815 1.26446 4.05565
H -6.25082 -0.19203 3.83127
H -3.80069 -2.45281 -0.80071
H -2.66141 -3.86161 -0.23761
H -0.84366 0.84341 -0.35079
H -1.61534 0.35277 1.29651
H -4.07539 0.27525 -0.20307
H -2.99862 0.98587 -1.65479
H -2.72803 2.46756 1.20151
H -4.33536 2.77597 0.17782
H 0.76645 -2.86907 -0.15666
H 0.76463 -1.10447 0.62345
H -0.42763 -3.79042 1.99099
H -0.98154 -1.98629 2.52322
H 2.04157 -3.26838 2.56205
H 0.86928 -3.04774 4.03353
C 5.70626 -1.19971 2.39294
O 5.76245 -1.57976 1.01943
C 6.97920 -1.41123 0.44286
O 7.97948 -0.97776 0.99273
O 6.89000 -1.80849 -0.85164
C 8.10540 -1.68624 -1.58790
H 4.68833 -1.37649 2.75123
H 6.39216 -1.80887 2.99049
H 5.93173 -0.13461 2.50831
H 8.88724 -2.31496 -1.14957
H 8.42683 -0.64061 -1.63174
H 7.91846 -2.03162 -2.60844
C 4.47954 -1.31872 -7.46327
O 3.95778 -1.94279 -6.29177
C 4.89008 -2.22435 -5.34685
O 6.08591 -1.99136 -5.42747
O 4.26115 -2.81020 -4.29674
C 5.12522 -3.16423 -3.21864
H 3.64752 -1.13942 -8.14987
H 4.93605 -0.35472 -7.21649
H 5.20143 -1.97428 -7.96096
H 5.60749 -2.27398 -2.80205
H 5.87294 -3.89360 -3.54657
H 4.51682 -3.62410 -2.43500
C -8.76351 5.03403 -1.73869
O -8.16318 6.19999 -1.17811
C -6.84369 6.06566 -0.89137
O -6.16899 5.06411 -1.07165
O -6.40509 7.23886 -0.36915
C -5.02285 7.24417 -0.01752
H -9.81770 5.25441 -1.92820
H -8.28931 4.77542 -2.69098
H -8.70785 4.19569 -1.03679
H -4.39905 7.07404 -0.90105
H -4.81758 6.49423 0.75321
H -4.78139 8.23013 0.38906
```

Atom charges from the Mulliken analysis, given in e for atoms 1 to 5: atom 1 (C): -0.896, atom 2 (C): 0.618, atom 3 (O): -0.468, atom 4 (O): -0.310, atom 5 (C): 0.609

[3]
Here is a molecular structure, C21H35FNiP2 at a distorted geometry from the OMol25 dataset. Energies are from ωB97M-V/def2-TZVPD.

LUMO level (alpha / beta): -0.2650 / -0.2671 eV
spin multiplicity: 3
HOMO-LUMO gap (alpha / beta): 3.98 / 4.57 eV
E_HOMO (alpha / beta): -4.24 / -4.84 eV
energy relative to the best compared isomer or geometry (same formula, charge and spin): 0.0 kcal/mol

```
60
C21H35FNiP2, DFT ωB97M-V/def2-TZVPD
P 0.04859 0.04890 -3.13995
P 0.39387 -2.69784 -0.15666
C 0.73457 -1.64554 -2.93875
C 0.09946 -2.68828 -1.97775
H 1.83284 -1.57120 -2.79707
H 0.60461 -2.04529 -3.95905
H -0.98585 -2.78222 -2.14878
H 0.53109 -3.66738 -2.25320
C 2.13532 -3.08639 0.05331
H 2.45424 -2.92837 1.09056
H 2.78714 -2.51146 -0.61321
H 2.21580 -4.14898 -0.18891
C -0.53779 -4.10916 0.41246
H 0.01028 -4.99451 0.08750
H -1.53809 -4.09581 -0.02639
H -0.61564 -4.10186 1.50299
C 1.01788 0.73343 -4.48101
H 0.81400 1.80442 -4.55828
H 0.71742 0.23190 -5.40197
H 2.08365 0.57821 -4.29522
C -1.62371 -0.14592 -3.76380
H -2.18953 -0.94130 -3.26223
H -1.51860 -0.40055 -4.82662
H -2.17315 0.79936 -3.67739
Ni -0.68085 1.87628 1.19858
C -0.02586 -1.50701 1.08288
C 1.09131 -0.53350 0.96360
C 1.63779 -0.04971 -0.28966
C 1.44003 1.32711 -1.04750
C 0.15190 1.32976 -1.94712
C -1.04771 1.09757 -1.04251
C -1.51691 -0.25790 -0.68244
C -1.43538 -0.83959 0.76808
C -1.07529 3.68924 0.92573
H -0.05329 -1.99112 2.09932
H 1.39962 -0.04065 1.91247
H 1.27995 -0.76959 -1.05045
H 2.74279 -0.18970 -0.21908
H 1.39937 2.18885 -0.35906
H 2.32438 1.46291 -1.69669
H 0.07434 2.30242 -2.50119
H -1.81469 1.88157 -1.11392
H -0.97039 -0.98786 -1.29479
H -2.56974 -0.37889 -1.02453
H -1.66450 -0.07515 1.54437
H -2.21920 -1.61988 0.83593
H -1.95805 3.75644 1.60389
H -1.30699 3.83686 -0.14894
H -0.21339 4.27704 1.30901
F -0.05846 2.64003 7.12580
C -0.13907 2.41187 5.77791
C -1.32077 1.87731 5.27653
C -1.41354 1.64226 3.88930
C -0.31053 1.99047 3.10745
C 0.88236 2.50285 3.59932
C 0.96864 2.73446 4.99079
H -2.15827 1.64555 5.93265
H -2.30853 1.23911 3.42984
H 1.70478 2.74326 2.92794
H 1.86573 3.15318 5.43588
```

Atom charges from the Mulliken analysis, given in e for atoms 1 to 5: atom 1 (P): 1.498, atom 2 (P): 1.563, atom 3 (C): -1.085, atom 4 (C): -1.199, atom 5 (H): 0.339

| no. | calculated total energy (a.u.) |
| --- | --- |
| 1 | -4645.9312 |
| 2 | -2664.3358 |
| 3 | -3111.6763 |